Entry 1:
A molecular structure, C21H46Br2NO2P3Tl, computed with wB97M-V/def2-TZVPD.

Values from the calculation:
HOMO-LUMO gap = 5.9 eV
Spin multiplicity = 1
HOMO level = -3.58 eV
Total charge = -1
Electronic energy = -7377.54727 Eh

Geometry (Å):
Tl 0.009219 -0.321492 -0.346136
Br 1.073935 -2.498669 -3.106918
Br -1.852164 -1.203850 -3.289183
P -1.699127 1.716679 1.137146
P -2.266616 -2.096936 1.059757
P 0.419263 3.046760 -0.743840
O 1.355624 -2.649193 3.454241
O 0.530239 -1.494586 1.730027
N 2.379396 0.661326 2.212938
C -2.143322 -4.980489 0.665244
C 3.252131 1.547787 -1.724184
C -0.849022 2.226236 2.688100
C 1.524814 4.507539 -1.065960
C -0.482605 2.874464 -2.358064
C -4.078890 -2.323515 0.665419
C 5.092393 1.631668 -3.355970
C -2.199011 3.368980 0.442710
C -4.371933 -2.048532 -0.809100
C 5.017216 -0.180583 -1.629875
C 1.300599 -1.641411 2.741642
C -2.237374 -2.519236 2.867812
C -3.338627 1.281982 1.897488
C -0.001485 -1.061479 -3.817731
C 2.055952 1.767544 -1.570072
C 5.487938 2.178699 -0.945251
C -3.449389 -3.207813 3.492028
C 2.210640 -0.454526 3.136555
C 4.690899 1.289980 -1.914950
C -1.013672 4.226938 -0.048861
C -1.570672 -3.621868 0.269082
H -1.985122 -5.175967 1.727436
H -1.382431 4.991663 -0.745186
H 3.189357 -0.870532 3.372881
H 1.486861 1.078206 1.980304
H -1.329816 -3.102414 3.025128
H 0.131866 2.641609 2.459492
H -5.446689 -2.051809 -1.009569
H -1.644483 -5.773982 0.102771
H 6.081461 -0.373245 -1.801471
H 2.062758 4.738297 -0.142646
H 2.785027 0.358042 1.335524
H 4.434309 -0.839357 -2.275622
H -1.448680 2.975606 3.210607
H -3.912038 -2.802048 -1.453961
H 4.787280 -0.427918 -0.591916
H -0.575930 4.754192 0.808583
H -0.727008 1.350081 3.329823
H -1.662109 -3.474317 -0.812509
H 5.198957 1.965218 0.084891
H 4.856017 2.673125 -3.578777
H 0.926941 5.377480 -1.348111
H -0.768146 3.863875 -2.722706
H -3.976758 -1.072925 -1.106532
H 0.155302 2.387270 -3.091839
H 5.284853 3.232998 -1.141419
H 2.253154 4.286519 -1.840215
H -4.062276 1.102644 1.098691
H -4.354084 -2.602337 3.413604
H 0.040484 -1.106462 -4.895698
H -2.868962 3.152364 -0.396036
H -2.790836 3.865921 1.220047
H -0.505791 -3.584761 0.508049
H 6.563044 2.000733 -1.058651
H -3.711005 2.085132 2.539437
H -4.629678 -1.606619 1.279991
H 1.799325 -0.062161 4.070803
H -1.396939 2.287475 -2.215882
H 4.554067 1.000992 -4.065318
H -3.256658 -3.378932 4.553903
H 0.390908 -0.130710 -3.423804
H -3.212933 -5.054249 0.455803
H -3.239419 0.367979 2.485777
H -4.424113 -3.321245 0.942188
H 6.167680 1.480675 -3.500330
H -2.060079 -1.570078 3.382848
H -3.652274 -4.177713 3.034284

Cartesian forces (eV/Å) of the 2 atoms listed first:
Tl 0.278 0.111 0.044
Br -0.045 0.030 -0.159

Entry 2:
A molecular structure, C21H46BrN19O11S, computed with wB97M-V/def2-TZVPD.

Values from the calculation:
HOMO-LUMO gap = 7.9 eV
Spin multiplicity = 1
HOMO level = -8.01 eV
Total charge = 0
Electronic energy = -5668.37285 Eh

Geometry (Å):
Br -5.531703 2.438479 3.298944
S 0.779076 5.106176 0.720873
O -4.785297 1.632762 0.803631
O -1.813772 -2.761392 -2.491052
O 3.326528 -1.451258 -1.074419
O -0.062294 0.680764 -2.090731
O 8.774181 -0.179703 3.615238
O -7.317735 -1.626514 -1.178508
O -1.518962 -1.226895 3.914095
O 3.342744 3.842118 -4.958361
O -5.750015 -4.896801 -4.784692
O 3.537304 0.898062 5.680789
O 3.976676 0.271029 1.205003
N 3.131413 -0.505018 7.418370
N 1.323633 3.609128 0.666716
N 3.528892 6.083833 -4.678216
N 2.100373 2.293348 3.610954
N -3.784523 -1.831988 -1.866025
N -6.855664 0.021559 0.300654
N -8.924016 -1.012292 0.298569
N -4.538136 -5.368006 -6.649616
N 7.095741 1.347973 3.512235
N -6.843653 -5.404274 -6.699669
N -3.745295 -3.570510 -3.366794
N 1.513369 -2.716738 -1.557848
N 5.295972 -0.012848 6.774936
N 1.225307 1.614862 -3.704898
N 1.575195 4.985971 -4.116678
N -0.750688 4.839843 1.220533
N -0.009098 -0.285564 -4.145341
N 7.012728 -0.558656 2.229928
N 3.625237 -3.655867 -1.516437
C 0.376676 1.374778 1.193522
C 2.851280 -2.540980 -1.362359
C -0.643945 -1.276561 3.092757
C 7.703327 0.172642 3.146789
C 0.355161 0.667662 -3.240946
C 3.960407 0.175351 6.568842
C 2.869174 1.183421 3.074053
C -0.826053 3.524761 1.361552
C -0.782641 0.732520 1.578472
C -7.676967 -0.915911 -0.253338
C -3.039224 -2.725465 -2.570933
C -1.979872 1.491643 1.888310
C -5.710747 -5.202398 -5.964939
C 0.347443 2.794967 1.063727
C 1.652834 0.646989 0.885448
C -4.458485 1.539528 1.928356
C 2.914179 1.156114 1.556944
C 2.848359 4.900249 -4.607767
C -1.988863 2.841612 1.796942
C -0.826567 -0.779427 1.679912
C -3.239934 0.767427 2.345488
H 3.611040 -0.433051 0.652505
H 1.516185 2.320710 -3.054026
H 1.589448 1.636206 -4.639677
H -0.642896 -1.001897 -3.829656
H -7.720898 -5.290138 -6.227597
H -3.223810 -4.240346 -3.894321
H -3.684381 -5.227564 -6.145568
H 1.096720 -3.595262 -1.799553
H 3.458833 -1.104881 8.150573
H -2.845446 3.453173 2.032009
H -4.790201 -1.782815 -1.912116
H 1.048548 4.133567 -4.056738
H 0.327922 -1.728552 3.356573
H 7.415609 -1.427473 1.936506
H 2.144215 -0.387731 7.288703
H 1.782051 0.578277 -0.194814
H 1.910116 2.170231 4.589637
H 2.511641 3.191195 3.411102
H 3.143386 6.963770 -4.395130
H -6.840180 -5.655555 -7.669234
H 7.572281 1.922411 4.180889
H 6.214870 1.652677 3.139416
H -0.108262 -1.237906 1.016693
H -1.806257 -1.112455 1.354626
H 4.465758 6.052249 -5.033284
H -4.492980 -5.618388 -7.618382
H 6.128688 -0.266482 1.844215
H -9.545762 -1.695903 -0.089487
H 0.326820 -0.308494 -5.088737
H -9.238433 -0.441020 1.058753
H 2.466722 0.258740 3.481173
H 3.258295 -4.556620 -1.755411
H -3.200675 0.617181 3.417552
H 5.928285 0.466278 6.158539
H 3.907087 1.242982 3.397086
H 1.144917 5.841768 -3.823201
H -5.940222 0.110512 -0.091264
H 0.920590 -1.908900 -1.465863
H -3.288580 -1.193957 -1.271259
H 3.202978 2.142081 1.203106
H -4.745704 -3.568483 -3.451167
H 5.669770 -0.603052 7.492670
H 4.613072 -3.550388 -1.381939
H -7.118815 0.622941 1.057946
H -3.346127 -0.198638 1.869171
H 1.564675 -0.371495 1.245918

Cartesian forces (eV/Å) of the 2 atoms listed first:
Br 0.136 -0.139 0.112
S -0.647 0.001 0.109

Entry 3:
7 unconnected molecules or ions with the total composition C21H46BrO7P2, computed with wB97M-V/def2-TZVPD.

Values from the calculation:
HOMO-LUMO gap = 7.6 eV
Spin multiplicity = 1
HOMO level = -11.08 eV
Total charge = +1
Electronic energy = -4610.86909 Eh

Geometry (Å):
Br 4.453799 -4.902592 -4.888247
P 5.391434 -2.041127 -4.214398
P 5.168707 -0.348163 -5.646050
O -3.621273 1.521725 -0.321016
O -0.847301 0.332000 2.922225
O 3.687158 -0.512522 3.708863
O 6.456603 -1.093907 -0.859727
O -7.713141 3.448441 0.156665
O 0.870690 -1.084689 -0.306015
O 5.663091 0.847848 -5.001018
C -2.387255 -0.365053 4.594400
C 0.009062 -0.225842 -0.265617
C 3.942480 -3.143466 -4.281375
C 6.030735 -0.460797 0.090167
C 2.565539 -1.756115 -2.720587
C 3.012779 -1.287163 4.346509
C -4.134080 3.787945 0.189182
C -1.403369 -0.590306 3.474811
C 0.261199 1.111091 0.361554
C -1.144156 -2.021816 3.066066
C 3.167262 -2.782827 4.202127
C -1.366873 -0.456752 -0.829841
C -8.810136 3.782103 -1.927726
C 5.463400 0.923064 -0.085493
C -4.346139 2.819216 -2.177341
C 1.976236 -0.800601 5.328919
C -9.530297 1.970485 -0.249073
C 6.048295 -1.007139 1.485271
C -3.994203 2.600703 -0.724635
C -8.593849 3.102046 -0.596025
C 3.174052 -3.136573 -2.994418
H 6.644774 -0.360629 2.129437
H -5.170118 4.132627 0.185923
H 6.502548 -2.741403 -4.661512
H 4.425859 0.943868 0.252666
H 2.815290 -1.055139 -3.512146
H -0.435553 1.253292 1.183883
H -2.072466 -2.488284 2.733099
H 5.923068 -0.717172 -6.766019
H -3.363317 -0.768517 4.321338
H 3.762495 -3.494387 -2.163437
H 1.965293 0.285951 5.337147
H -8.077147 4.574765 -2.055144
H -9.811258 4.212601 -1.970503
H -3.857051 3.502693 1.200574
H -3.707162 3.592973 -2.605751
H -2.111772 -0.352718 -0.044097
H 3.941298 -3.002394 3.471137
H 2.994646 -1.348068 -1.821114
H 2.370469 -3.836663 -3.153270
H 3.302859 -2.744411 -5.047982
H 1.496669 -1.796511 -2.640578
H -0.753675 -2.588530 3.912555
H 5.508099 1.211707 -1.133746
H 5.033461 -1.047868 1.881493
H 2.226589 -3.225932 3.871281
H -2.042264 -0.863124 5.502060
H -9.451657 1.177449 -0.994227
H 0.130949 1.909261 -0.374168
H -0.420005 -2.046177 2.253768
H -8.704169 3.060253 -2.739268
H -10.559968 2.329855 -0.226161
H 6.037343 1.637470 0.504941
H -5.386754 3.136272 -2.261565
H -1.425975 -1.458521 -1.253189
H 5.624283 -1.502494 -2.931154
H 3.817425 -0.372121 -6.018745
H 2.208531 -1.164856 6.330668
H 1.278215 1.145271 0.746475
H -4.208222 1.893242 -2.730647
H 3.446209 -3.224606 5.159543
H 0.990445 -1.166862 5.041960
H -9.270185 1.570618 0.727039
H -1.582109 0.275603 -1.606621
H 6.479650 -2.005850 1.484895
H -2.482644 0.699998 4.785943
H -3.483445 4.598251 -0.144937

Cartesian forces (eV/Å) of the 2 atoms listed first:
Br 0.161 -0.094 0.008
P -0.200 -0.106 -0.265

| no. | LUMO (eV) |
| --- | --- |
| 1 | 2.306 |
| 2 | -0.139 |
| 3 | -3.502 |